A molecular structure, C30H34CdN8O9P2SSe, computed with wB97M-V/def2-TZVPD.

Computed properties:
energy above the lowest of the compared OMol25 structures with the same formula, charge and spin: 0.0 kJ/mol
energy: -161341.321 eV
LUMO: 0.0153 Ha

Each line ends with the Löwdin charge.
Cartesian coordinates (Å):
Cd: 14.40830 12.37018 8.95826  1.19
C: 14.01763 12.38396 13.98242  -0.06
C: 14.14378 12.86249 12.51840  -0.53
O: 14.24927 14.34238 12.52853  -0.09
P: 15.78260 12.40379 11.84134  0.49
O: 16.78653 13.19410 12.77452  -0.10
O: 16.22329 10.90792 12.22851  -0.13
O: 15.98103 12.78155 10.40699  -0.37
P: 12.53849 12.51321 11.64317  0.39
O: 11.56981 13.57886 12.34117  -0.13
O: 11.94250 11.12694 11.73914  -0.35
O: 12.71588 13.12701 10.23944  -0.47
H: 15.01187 12.36258 14.44132  0.08
H: 13.57071 11.39644 14.11007  0.08
H: 13.43240 13.12502 14.53995  0.09
H: 13.96160 14.66418 11.64495  0.10
H: 16.65880 14.15944 12.67975  0.11
H: 15.54548 10.41184 11.70938  0.00
H: 10.77308 13.19975 12.77931  0.11
Se: 12.64729 11.29181 7.43676  0.49
C: 13.55062 9.95660 6.56708  -0.86
N: 14.09835 9.05510 6.03273  0.04
N: 10.56860 13.78092 8.72773  0.18
C: 10.79030 14.65248 7.74048  -0.47
N: 9.74268 15.08563 6.98799  0.16
N: 11.98915 15.17341 7.39429  0.11
C: 13.13513 14.75952 7.83922  -0.40
N: 14.27641 14.49100 8.08079  0.04
H: 9.64636 13.45646 8.96865  0.12
H: 11.35552 13.53785 9.36652  0.04
H: 8.84309 14.65009 7.01910  0.10
H: 9.98582 15.66355 6.19848  0.11
O: 14.35608 10.52474 10.63560  -0.66
S: 13.10866 9.63868 10.23778  1.00
C: 12.51978 8.75826 11.63802  -0.40
C: 13.23680 8.60174 12.82051  -0.06
C: 12.63318 7.88682 13.84632  -0.07
C: 11.36892 7.29972 13.68705  -0.08
C: 10.71973 7.41872 12.45981  -0.07
C: 11.29506 8.12513 11.41161  -0.08
C: 14.02577 8.29420 9.52048  -0.37
C: 15.36564 8.07415 9.85292  -0.06
C: 16.00820 6.94452 9.34418  -0.06
C: 15.32430 6.05888 8.50282  -0.06
C: 13.97129 6.27692 8.21841  -0.07
C: 13.31316 7.39537 8.72066  -0.10
H: 14.20445 9.07604 12.97038  0.11
H: 13.14948 7.78410 14.80340  0.11
H: 10.91070 6.74844 14.50350  0.10
H: 9.77331 6.91920 12.30132  0.10
H: 10.78832 8.24256 10.46420  0.11
H: 15.91310 8.79301 10.44941  0.09
H: 17.06669 6.82769 9.54063  0.09
H: 15.82538 5.19100 8.11326  0.10
H: 13.42197 5.55506 7.62797  0.10
H: 12.27605 7.59215 8.48206  0.11
C: 25.91556 11.21205 9.43941  -0.07
C: 24.54177 10.61984 9.21050  -0.27
C: 24.39181 9.21336 9.05621  -0.04
C: 23.13695 8.65770 8.86942  -0.03
C: 21.99803 9.49288 8.87542  -0.23
N: 20.74985 8.83033 8.81438  0.12
C: 19.47206 9.33064 8.54247  -0.48
O: 18.46247 8.80437 8.96364  0.07
N: 19.51011 10.44217 7.70846  0.12
C: 18.37862 11.15153 7.25836  -0.18
C: 18.51567 12.05315 6.17856  0.00
C: 17.39773 12.77561 5.73806  -0.04
C: 16.19414 12.63325 6.42576  -0.15
N: 16.12444 11.82070 7.49312  -0.04
C: 17.13359 11.04296 7.90256  -0.04
C: 22.12752 10.89986 9.02215  -0.03
C: 23.39641 11.44060 9.16579  -0.05
H: 26.66129 10.40493 9.43324  0.07
H: 25.97539 11.73797 10.41178  0.09
H: 26.20680 11.92988 8.65901  0.08
H: 25.26938 8.56954 9.10790  0.11
H: 23.00972 7.58512 8.75321  0.11
H: 20.74073 7.90607 9.23041  0.15
H: 20.39712 10.67674 7.26020  0.14
H: 19.48453 12.14045 5.69251  0.11
H: 17.48628 13.49180 4.92510  0.11
H: 15.30670 13.19254 6.16064  0.08
H: 16.97884 10.35050 8.71612  0.10
H: 21.23762 11.54321 9.10101  0.12
H: 23.52046 12.52450 9.25658  0.12

4 unconnected molecules or ions with the total composition C30H34ClIN2O18S3, computed with wB97M-V/def2-TZVPD.

Computed properties:
energy: -124623.117 eV
structure (SMILES): CNC[C@@H]1[C@H](N)[C@@H](CC(=O)I)OS(=O)(=O)[C@]1(S)CCCCS(=O)(=O)Cl.O=C1C=C(O)C(=O)C=C1O.O=C1C=C(O)C(=O)C=C1O.O=C1C=C(O)C(=O)C=C1O
LUMO: -0.0621 Ha

Each line ends with the Löwdin charge.
Cartesian coordinates (Å):
C: -1.73044 -0.54979 6.31083  -0.12
N: -0.84178 -0.10524 5.23977  -0.10
C: 0.57014 -0.44706 5.39900  -0.22
C: 1.18873 -0.82458 4.05098  -0.25
C: 0.64894 -2.20669 3.55056  -0.28
N: 0.40069 -3.25253 4.51786  0.11
C: 1.48498 -2.84509 2.43734  -0.29
C: 0.65453 -3.43508 1.29235  -0.15
C: -0.07074 -4.69879 1.68106  -0.82
O: -1.13387 -4.76353 2.19059  0.04
I: 1.01476 -6.51876 1.22582  0.79
O: 2.35156 -1.89763 1.78913  -0.19
S: 3.57595 -1.43541 2.69040  0.64
O: 4.19567 -2.60075 3.25204  -0.25
O: 4.35953 -0.58971 1.85662  -0.27
C: 2.72854 -0.51704 4.02350  -0.69
S: 2.91624 1.26868 3.63660  0.89
C: 3.50324 -0.67305 5.34886  -0.22
C: 3.34285 -1.98485 6.13912  -0.17
C: 4.49797 -3.00712 6.06935  -0.20
C: 4.13392 -4.34175 5.39980  -0.32
S: 3.40694 -5.42601 6.57542  0.32
O: 2.17049 -4.85354 7.01698  -0.33
O: 4.37954 -5.86541 7.52197  -0.32
Cl: 2.94676 -7.01399 5.39189  0.40
H: -1.15507 -0.69940 7.22387  0.08
H: -2.25552 -1.47979 6.06889  0.08
H: -2.48414 0.20940 6.52418  0.07
H: -1.18694 -0.40377 4.34076  0.09
H: 1.09857 0.43733 5.76501  0.11
H: 0.70762 -1.24061 6.13826  0.10
H: 0.75827 -0.10629 3.34982  0.11
H: -0.31961 -1.96858 3.09913  0.14
H: 1.21115 -3.77626 4.81234  0.05
H: -0.17057 -2.98551 5.30298  0.09
H: 2.06526 -3.66939 2.86122  0.13
H: 1.35752 -3.63408 0.48498  0.11
H: -0.08183 -2.71334 0.93292  0.14
H: 2.06072 1.34506 2.60832  -0.13
H: 3.16865 0.15141 5.97583  0.09
H: 4.56366 -0.48748 5.15818  0.12
H: 3.27279 -1.69130 7.18778  0.12
H: 2.39805 -2.47726 5.91725  0.07
H: 4.81092 -3.22377 7.09350  0.11
H: 5.37696 -2.59970 5.57416  0.11
H: 3.42824 -4.18969 4.58691  0.06
H: 5.00770 -4.81768 4.95743  0.11
C: 0.28819 1.38126 -2.66494  0.08
C: 0.27741 1.99256 -1.47330  -0.23
C: 1.21355 1.60765 -0.35331  -0.30
O: 1.11126 2.24172 0.68720  0.07
C: 2.15248 0.52895 -0.56082  0.08
C: 2.16432 -0.09049 -1.75098  -0.22
C: 1.23587 0.30801 -2.87963  -0.30
O: 1.34770 -0.31883 -3.91820  0.11
O: 2.97225 -1.09191 -2.05384  0.13
O: -0.55153 2.98268 -1.16070  0.11
H: -0.38902 1.65120 -3.46591  0.10
H: 2.82027 0.25599 0.24541  0.10
H: 2.76519 -1.33256 -2.97937  0.12
H: -0.33357 3.23555 -0.24233  0.12
C: -4.18149 2.46184 -3.45408  0.08
C: -5.50164 2.60853 -3.63736  -0.23
C: -6.21282 2.07852 -4.86475  -0.31
O: -7.41593 2.25926 -4.91477  0.10
C: -5.43625 1.40800 -5.88360  0.07
C: -4.11742 1.26585 -5.69962  -0.25
C: -3.41411 1.77872 -4.46695  -0.31
O: -2.21225 1.57725 -4.40264  0.08
O: -3.31095 0.67165 -6.56743  0.10
O: -6.30319 3.21892 -2.78115  0.12
H: -3.66278 2.83614 -2.58237  0.14
H: -5.94722 1.04755 -6.76503  0.14
H: -2.41797 0.70030 -6.16806  0.12
H: -7.19951 3.17096 -3.17052  0.12
C: -2.63723 3.43162 -8.55205  0.08
C: -2.15020 3.87390 -9.72183  -0.23
C: -1.90720 5.34348 -9.99746  -0.31
O: -1.44769 5.62198 -11.08934  0.11
C: -2.23293 6.30616 -8.96848  0.07
C: -2.72180 5.86451 -7.80112  -0.23
C: -2.94222 4.39294 -7.52028  -0.29
O: -3.37865 4.11615 -6.41442  0.11
O: -3.05200 6.65589 -6.79423  0.12
O: -1.83803 3.08501 -10.73348  0.13
H: -2.81388 2.38380 -8.35159  0.12
H: -2.07020 7.35424 -9.17529  0.14
H: -3.36846 6.06829 -6.07963  0.12
H: -1.50788 3.67219 -11.44329  0.12

A molecular structure, C30H34EuN9O2P, computed with wB97M-V/def2-TZVPD.

Computed properties:
energy above the lowest of the compared OMol25 structures with the same formula, charge and spin: 83.4 kJ/mol
<S²>: 15.76
multiplicity: 8
energy: -77785.125 eV
LUMO (alpha / beta): 0.0038 / 0.0038 Ha

Each line ends with the Löwdin spin population.
Cartesian coordinates (Å):
Eu: -0.13765 -0.09499 -0.69664  6.98
C: -2.96473 -1.06670 4.41117  0.00
N: -1.88350 -0.46779 3.56126  0.01
C: -0.52811 -0.23054 3.85304  0.00
C: 0.09894 0.09800 2.67327  0.00
N: -0.81840 0.07105 1.63271  -0.01
C: -2.00843 -0.28800 2.16358  0.01
P: -3.63862 -0.52647 1.35684  0.01
C: -3.17764 -1.77803 0.07235  0.01
N: -2.03298 -1.76276 -0.64420  -0.01
C: -2.08178 -2.84409 -1.51718  0.00
C: -3.27427 -3.51031 -1.34708  0.00
N: -3.97848 -2.82185 -0.34274  0.00
C: -5.15213 -3.39950 0.34608  0.00
C: -3.57248 0.88040 0.14011  0.00
N: -2.58500 1.10830 -0.70821  0.00
C: -2.97071 2.19057 -1.48782  0.00
C: -4.21798 2.59821 -1.10427  0.00
N: -4.63860 1.71604 -0.08774  0.00
C: -6.00539 1.51261 0.45161  0.00
H: -2.68382 -0.84722 5.46620  0.00
H: -3.97992 -0.64873 4.13719  0.00
H: -2.99981 -2.14697 4.26469  0.00
H: -0.09833 -0.31154 4.85163  0.00
H: 1.18451 0.19555 2.50314  0.00
H: -1.24489 -3.09693 -2.17717  0.00
H: -3.53034 -4.48007 -1.66378  0.00
H: -4.94484 -4.35433 0.90717  0.00
H: -5.61712 -2.75387 1.10107  0.00
H: -5.94737 -3.59873 -0.41065  0.00
H: -2.35157 2.53519 -2.32066  0.00
H: -4.79090 3.44985 -1.42548  0.00
H: -6.59756 2.32941 -0.00988  0.00
H: -6.49272 0.54157 0.15876  0.00
H: -6.05862 1.67811 1.54848  0.00
C: 0.63713 1.22528 -5.14927  0.00
C: 0.96839 0.51872 -3.83108  0.00
O: 0.05853 0.31669 -2.95087  -0.01
C: 2.37105 0.20717 -3.66780  0.00
C: 3.05345 -0.28819 -2.52804  0.00
C: 4.56513 -0.41749 -2.41112  0.00
N: 2.35654 -0.56885 -1.36429  -0.01
N: 3.04238 -1.29475 -0.48764  0.00
C: 2.26731 -1.94819 0.38580  0.00
O: 1.00260 -1.77158 0.46375  -0.01
C: 2.98566 -2.83687 1.36413  0.00
C: 2.22883 -3.62000 2.26849  0.00
C: 2.86552 -4.51337 3.12550  0.00
C: 4.22570 -4.63695 3.16740  0.00
C: 5.00054 -3.98885 2.19096  0.00
C: 4.41643 -3.05784 1.32451  0.00
H: -0.44842 1.25278 -5.29741  0.00
H: 1.08356 0.78158 -6.03083  0.00
H: 1.14066 2.22467 -5.11743  0.00
H: 2.91457 0.27756 -4.60652  0.00
H: 4.92850 -1.39486 -2.75318  0.00
H: 4.84922 -0.40991 -1.33593  0.00
H: 5.08749 0.30692 -2.98170  0.00
H: 1.14650 -3.52080 2.26606  0.00
H: 2.21473 -5.18240 3.67376  0.00
H: 4.72317 -5.28503 3.85882  0.00
H: 6.06920 -4.26895 2.10832  0.00
H: 5.06518 -2.51803 0.58654  0.00
C: 3.23617 6.27680 -0.76524  0.00
C: 2.44835 5.08211 -0.35176  0.00
C: 1.03748 5.02367 -0.55929  0.00
C: 0.44031 3.78973 -0.52865  0.00
N: 1.10427 2.64729 -0.35442  0.00
C: 2.44317 2.69304 0.01856  0.00
C: 3.08524 3.89425 0.02148  0.00
H: 4.30947 6.05673 -0.78785  0.00
H: 3.10267 7.12540 -0.04448  0.00
H: 2.92773 6.69282 -1.73309  0.00
H: 0.36747 5.86350 -0.82297  0.00
H: -0.64477 3.68214 -0.66548  0.00
H: 2.91146 1.74570 0.32209  0.00
H: 4.13270 3.96299 0.32329  0.00